Model 1:
Entry from the Open Molecules 2025 dataset: 2 unconnected molecules or ions with the total composition C4H7OP (wB97M-V/def2-TZVPD).

CARTESIAN COORDINATES (ANGSTROEM)
C (-1.16, 1.32, -0.72)
C (-1.05, 0.83, 0.63)
C (0.00, 1.12, -1.66)
C (0.49, -1.13, 1.05)
O (-2.20, 1.88, -1.04)
P (-1.98, 1.28, 1.92)
H (-0.35, 0.60, -2.55)
H (0.79, 0.55, -1.19)
H (0.36, 2.09, -1.97)
H (0.50, -1.58, 0.08)
H (-0.11, -1.58, 1.81)
H (1.35, -0.57, 1.37)
H (-1.49, 0.35, 2.85)

Values from the calculation:
Frontier orbital gap (spin up / spin down): 8.067 / 7.927 eV

Model 2:
Entry from the Open Molecules 2025 dataset: 2 unconnected molecules or ions with the total composition C4H7OP (wB97M-V/def2-TZVPD).

CARTESIAN COORDINATES (ANGSTROEM)
C (-2.26, 0.11, 0.43)
C (-1.52, 0.51, -0.58)
C (-0.14, 0.24, -0.79)
C (0.45, -0.86, -0.26)
H (-1.97, -0.56, 1.22)
H (-3.40, 0.05, 0.45)
H (-2.18, 1.10, -1.21)
H (0.33, 1.03, -1.33)
H (1.48, -0.97, -0.36)
H (0.04, -1.83, -0.07)
O (4.83, -0.72, 0.16)
P (3.92, 0.46, 0.04)
H (4.98, 1.62, -0.09)

Values from the calculation:
SMILES: C=CC=C.O=P
Frontier orbital gap: 7.918 eV

On energetic grounds, model 2 is preferred over the next structure by 141.2 kJ/mol.

Model 1:
Entry from the Open Molecules 2025 dataset: 2 unconnected molecules or ions with the total composition C2H8NS (wB97M-V/def2-TZVPD).

CARTESIAN COORDINATES (ANGSTROEM)
N (0.54, -0.13, -3.01)
H (0.68, 0.87, -3.18)
H (-0.05, -0.18, -2.19)
H (1.46, -0.42, -2.67)
C (-0.65, -0.73, 1.45)
C (-0.18, 0.71, 1.44)
S (1.40, 0.98, 0.50)
H (0.13, -1.47, 1.65)
H (-1.02, -1.04, 0.46)
H (-1.44, -0.90, 2.20)
H (0.00, 1.02, 2.46)
H (-0.90, 1.30, 0.88)

Values from the calculation:
Frontier orbital gap: 6.645 eV
Charge: -1

Model 2:
Entry from the Open Molecules 2025 dataset: 2 unconnected molecules or ions with the total composition C2H8NS (wB97M-V/def2-TZVPD).

CARTESIAN COORDINATES (ANGSTROEM)
N (1.88, -0.15, 3.73)
H (2.47, -0.03, 2.91)
H (1.31, -0.96, 3.56)
H (1.28, 0.67, 3.72)
C (-1.97, 0.78, -0.62)
C (-0.66, 0.70, -1.41)
S (0.34, -0.80, -1.15)
H (-2.05, 1.69, -0.03)
H (-2.02, -0.04, 0.11)
H (-2.85, 0.70, -1.24)
H (-0.06, 1.59, -1.16)
H (-0.82, 0.75, -2.48)

Values from the calculation:
Frontier orbital gap: 6.166 eV
Charge: -1

On energetic grounds, model 1 is preferred over the next structure by 14.8 kJ/mol.

Model 1:
Entry from the Open Molecules 2025 dataset: 2 unconnected molecules or ions with the total composition CH6N2O2 (wB97M-V/def2-TZVPD).

CARTESIAN COORDINATES (ANGSTROEM)
H (2.65, -1.24, -0.45)
N (2.75, -0.24, -0.67)
C (1.76, 0.45, -0.26)
N (0.64, 0.02, 0.44)
H (1.75, 1.53, -0.52)
H (0.79, -0.92, 0.82)
H (0.42, 0.66, 1.18)
O (-3.09, 0.49, -0.48)
O (-2.40, -0.75, -0.28)
H (-3.75, 0.47, 0.24)
H (-1.53, -0.47, -0.02)

Values from the calculation:
SMILES: [H]/N=C\N.OO
Frontier orbital gap: 10.849 eV

Model 2:
Entry from the Open Molecules 2025 dataset: 2 unconnected molecules or ions with the total composition CH6N2O2 (wB97M-V/def2-TZVPD).

CARTESIAN COORDINATES (ANGSTROEM)
C (-0.64, 0.79, -1.10)
N (-1.26, 1.78, -0.61)
N (-0.86, 2.15, 0.63)
H (-0.84, 0.44, -2.10)
H (0.08, 0.18, -0.52)
H (-0.54, 1.38, 1.20)
H (-1.62, 2.65, 1.09)
O (1.41, -3.02, 0.05)
O (1.86, -1.73, 0.41)
H (1.25, -3.42, 0.92)
H (1.18, -1.18, 0.03)

Values from the calculation:
SMILES: C=NN.OO
Frontier orbital gap: 10.338 eV

On energetic grounds, model 1 is preferred over the next structure by 128.4 kJ/mol.

Model 1:
Entry from the Open Molecules 2025 dataset: a single C5H6N2S3 molecule (wB97M-V/def2-TZVPD).

CARTESIAN COORDINATES (ANGSTROEM)
C (1.27, 0.28, -0.24)
C (-0.16, 1.12, -1.82)
C (-0.09, -1.24, 1.70)
C (-0.47, 0.05, 1.69)
C (-1.04, 0.54, 0.42)
N (2.42, 0.04, -0.05)
N (0.14, 0.74, -0.45)
S (0.00, 2.61, -2.35)
S (-1.16, -1.85, -1.88)
S (-0.83, -0.14, -2.85)
H (0.51, -1.70, 2.44)
H (-0.03, -1.79, 0.71)
H (-0.52, 0.74, 2.52)
H (-1.46, 1.56, 0.46)
H (-1.54, -0.30, 0.16)
H (2.97, -0.66, -0.46)

Values from the calculation:
Frontier orbital gap (spin up / spin down): 6.184 / 6.182 eV

Model 2:
Entry from the Open Molecules 2025 dataset: a single C5H6N2S3 molecule (wB97M-V/def2-TZVPD).

CARTESIAN COORDINATES (ANGSTROEM)
H (-0.17, 2.96, 0.21)
N (0.06, 1.98, 0.24)
C (-0.87, 1.22, 0.12)
S (-2.57, 1.84, -0.11)
S (-3.39, -0.02, -0.24)
C (-1.94, -0.94, 0.00)
S (-2.02, -2.60, 0.06)
N (-0.85, -0.16, 0.16)
C (0.44, -0.71, 0.78)
C (1.35, -0.81, -0.44)
C (2.39, -0.07, -0.69)
H (0.76, -0.11, 1.60)
H (0.36, -1.76, 1.14)
H (0.82, -1.31, -1.33)
H (2.87, -0.04, -1.66)
H (2.77, 0.53, 0.17)

Values from the calculation:
SMILES: [H]/N=c1\ssc(=S)n1CC=C
Frontier orbital gap: 8.637 eV

On energetic grounds, model 2 is preferred over the next structure by 290.8 kJ/mol.

Model 1:
Entry from the Open Molecules 2025 dataset: 2 unconnected molecules or ions with the total composition ClH4NSi (wB97M-V/def2-TZVPD).

CARTESIAN COORDINATES (ANGSTROEM)
N (-0.14, 0.89, 0.86)
Si (-0.33, 0.57, -0.79)
Cl (0.25, 2.20, -1.81)
H (-0.72, 0.62, 1.58)
H (0.43, 1.57, 1.28)
H (-1.62, -0.17, -0.83)
H (2.12, -1.24, -1.71)

Values from the calculation:
Frontier orbital gap (spin up / spin down): 6.962 / 9.931 eV

Model 2:
Entry from the Open Molecules 2025 dataset: a molecular structure, ClH4NSi (wB97M-V/def2-TZVPD).

CARTESIAN COORDINATES (ANGSTROEM)
N (-0.81, 0.73, 0.19)
Si (0.13, -0.66, -0.11)
Cl (2.70, -0.04, 0.34)
H (-1.73, 0.63, 0.34)
H (-0.58, 1.67, 0.08)
H (0.24, -0.53, -1.56)
H (0.05, -1.80, 0.73)

Values from the calculation:
Frontier orbital gap: 9.647 eV

On energetic grounds, model 2 is preferred over the next structure by 214.8 kJ/mol.

Model 1:
Entry from the Open Molecules 2025 dataset: a molecular structure, C26H16Cl3N5OSSc (wB97M-V/def2-TZVPD).

CARTESIAN COORDINATES (ANGSTROEM)
Sc (-0.65, 0.89, 0.04)
Cl (-7.45, -0.36, 2.37)
C (-5.91, 0.23, 1.87)
C (-4.89, -0.67, 1.57)
C (-3.68, -0.18, 1.14)
Cl (-2.32, -1.18, 0.74)
C (-3.44, 1.19, 0.97)
O (-2.30, 1.62, 0.48)
C (-4.47, 2.06, 1.36)
Cl (-4.16, 3.75, 1.26)
C (-5.70, 1.60, 1.79)
H (-5.04, -1.74, 1.67)
H (-6.48, 2.29, 2.07)
N (6.57, -5.91, -2.72)
C (5.74, -5.18, -2.40)
C (4.72, -4.29, -2.02)
C (3.68, -4.71, -1.19)
C (2.69, -3.82, -0.81)
C (2.72, -2.51, -1.28)
C (3.74, -2.09, -2.13)
C (4.74, -2.97, -2.49)
C (1.68, -1.52, -0.88)
C (1.76, -1.05, 0.44)
C (2.72, -1.44, 1.41)
C (2.44, -0.75, 2.57)
C (1.33, 0.06, 2.28)
N (0.91, -0.09, 1.02)
C (0.74, -1.16, -1.85)
C (0.66, -1.71, -3.16)
C (-0.45, -1.15, -3.76)
C (-1.01, -0.27, -2.82)
N (-0.31, -0.26, -1.67)
H (3.65, -5.74, -0.85)
H (1.89, -4.15, -0.17)
H (3.75, -1.08, -2.49)
H (5.54, -2.65, -3.14)
H (3.52, -2.14, 1.25)
H (2.95, -0.81, 3.50)
H (0.83, 0.75, 2.96)
H (1.34, -2.42, -3.58)
H (-0.82, -1.35, -4.74)
H (-1.88, 0.35, -2.95)
S (-0.26, 3.21, -1.38)
C (-0.58, 3.86, 0.12)
N (-1.08, 5.13, 0.24)
C (-1.28, 5.71, 1.44)
C (-0.98, 5.00, 2.58)
C (-0.51, 3.68, 2.41)
N (-0.31, 3.13, 1.24)
H (-1.31, 5.61, -0.62)
H (-1.66, 6.72, 1.46)
H (-1.12, 5.43, 3.55)
H (-0.27, 3.08, 3.28)

Values from the calculation:
Frontier orbital gap: 6.798 eV
Charge: +1

Model 2:
Entry from the Open Molecules 2025 dataset: a molecular structure, C26H16Cl3N5OSSc (wB97M-V/def2-TZVPD).

CARTESIAN COORDINATES (ANGSTROEM)
Sc (-0.58, -0.26, -0.86)
Cl (-7.68, -1.49, -1.19)
C (-6.08, -0.88, -1.12)
C (-5.03, -1.76, -0.91)
C (-3.75, -1.25, -0.83)
Cl (-2.36, -2.28, -0.61)
C (-3.46, 0.12, -0.95)
O (-2.24, 0.59, -0.85)
C (-4.56, 0.96, -1.21)
Cl (-4.22, 2.64, -1.44)
C (-5.85, 0.48, -1.28)
H (-5.20, -2.82, -0.80)
H (-6.67, 1.17, -1.46)
N (6.80, -0.60, 6.28)
C (6.06, -0.58, 5.41)
C (5.12, -0.58, 4.34)
C (5.05, 0.50, 3.46)
C (4.11, 0.50, 2.45)
C (3.22, -0.56, 2.32)
C (3.32, -1.65, 3.18)
C (4.27, -1.67, 4.18)
C (2.11, -0.50, 1.35)
C (0.82, -0.52, 1.92)
C (0.50, -0.58, 3.30)
C (-0.88, -0.59, 3.39)
C (-1.36, -0.51, 2.08)
N (-0.36, -0.46, 1.19)
C (2.42, -0.41, -0.01)
C (3.72, -0.50, -0.56)
C (3.59, -0.41, -1.93)
C (2.22, -0.26, -2.18)
N (1.50, -0.27, -1.05)
H (5.74, 1.32, 3.57)
H (4.04, 1.34, 1.78)
H (2.66, -2.50, 3.05)
H (4.35, -2.52, 4.85)
H (1.20, -0.61, 4.11)
H (-1.47, -0.65, 4.28)
H (-2.40, -0.46, 1.78)
H (4.62, -0.64, 0.01)
H (4.37, -0.44, -2.66)
H (1.76, -0.16, -3.15)
S (-0.97, -1.13, -3.50)
C (-1.28, 0.49, -3.69)
N (-2.05, 0.93, -4.73)
C (-2.49, 2.20, -4.79)
C (-2.06, 3.10, -3.85)
C (-1.14, 2.64, -2.88)
N (-0.77, 1.38, -2.80)
H (-2.32, 0.24, -5.42)
H (-3.17, 2.45, -5.59)
H (-2.41, 4.11, -3.85)
H (-0.72, 3.31, -2.15)

Values from the calculation:
Frontier orbital gap: 6.709 eV
Charge: +1

On energetic grounds, model 1 is preferred over the next structure by 31.0 kJ/mol.